[1]
# C30H72As2F12MgO22P4

C30H72As2F12MgO22P4 as an isolated structure (ωB97M-V with the def2-TZVPD basis set, the Open Molecules 2025 dataset).

CARTESIAN COORDINATES (ANGSTROEM)
1 Mg 0.37 1.04 -0.23
2 As -2.84 2.17 1.13
3 F -3.81 1.53 -0.11
4 F -1.44 1.84 0.08
5 F -1.76 2.70 2.29
6 F -4.15 2.52 2.04
7 F -2.71 0.62 1.77
8 F -2.86 3.66 0.44
9 As 3.29 5.53 -2.23
10 F 4.52 4.47 -2.70
11 F 2.77 5.61 -3.84
12 F 1.98 6.51 -1.79
13 F 3.79 5.42 -0.57
14 F 4.27 6.85 -2.45
15 F 2.33 4.17 -1.95
16 C -0.86 -2.10 -3.05
17 O -1.16 -2.70 -1.77
18 C -0.94 -1.95 -0.70
19 O -0.62 -0.79 -0.74
20 O -1.19 -2.53 0.50
21 C -1.55 -3.88 0.45
22 H -0.16 -2.79 -3.52
23 H -0.43 -1.10 -3.01
24 H -1.79 -2.07 -3.61
25 H -0.71 -4.50 0.09
26 H -2.45 -3.93 -0.17
27 H -1.79 -4.24 1.45
28 C 3.20 4.53 2.61
29 O 2.71 3.45 1.81
30 C 1.67 3.65 1.06
31 O 1.18 2.78 0.41
32 O 1.34 4.93 0.97
33 C 0.12 5.16 0.29
34 H 3.93 4.08 3.28
35 H 2.42 5.06 3.15
36 H 3.65 5.29 1.96
37 H -0.71 4.69 0.82
38 H 0.13 4.82 -0.74
39 H -0.09 6.22 0.26
40 C 2.24 -3.65 0.82
41 C 2.90 -2.98 -0.37
42 O 3.58 -1.83 0.09
43 P 3.58 -0.40 -0.58
44 O 2.20 0.16 -0.68
45 O 4.59 0.36 0.31
46 C 4.88 1.78 0.00
47 C 5.62 2.30 1.18
48 O 4.08 -0.51 -2.05
49 C 5.45 -0.88 -2.29
50 C 5.82 -2.34 -1.97
51 H 3.00 -3.73 1.60
52 H 1.39 -3.05 1.12
53 H 1.83 -4.64 0.60
54 H 3.58 -3.58 -0.97
55 H 2.14 -2.89 -1.14
56 H 5.53 1.85 -0.88
57 H 3.98 2.37 -0.18
58 H 6.59 1.82 1.18
59 H 5.00 2.30 2.07
60 H 5.89 3.34 1.00
61 H 5.59 -0.63 -3.35
62 H 6.14 -0.24 -1.72
63 H 6.86 -2.55 -2.27
64 H 5.66 -2.56 -0.91
65 H 5.12 -3.02 -2.47
66 C 2.75 2.14 -5.87
67 C 2.16 1.79 -4.54
68 O 1.15 2.71 -4.19
69 P -0.08 2.34 -3.33
70 O 0.23 1.60 -2.12
71 O -0.79 3.69 -2.98
72 C -0.83 4.87 -3.80
73 C -1.40 6.01 -2.94
74 O -0.97 1.53 -4.34
75 C -2.29 1.17 -4.00
76 C -3.29 2.17 -4.53
77 H 3.30 3.08 -5.86
78 H 3.47 1.35 -6.15
79 H 2.06 2.22 -6.70
80 H 1.83 0.75 -4.59
81 H 2.97 1.81 -3.81
82 H 0.15 5.07 -4.23
83 H -1.58 4.73 -4.59
84 H -1.75 6.81 -3.60
85 H -2.25 5.56 -2.41
86 H -0.63 6.46 -2.32
87 H -2.46 0.15 -4.31
88 H -2.43 1.10 -2.92
89 H -3.28 2.42 -5.59
90 H -4.27 1.81 -4.21
91 H -3.15 3.14 -4.05
92 C -5.68 -7.10 -0.22
93 C -4.75 -6.03 -0.69
94 O -5.26 -4.75 -0.43
95 P -5.44 -4.09 0.95
96 O -4.31 -4.29 1.84
97 O -5.83 -2.63 0.64
98 C -4.91 -1.62 0.30
99 C -4.63 -1.58 -1.18
100 O -6.79 -4.75 1.45
101 C -7.29 -4.45 2.77
102 C -8.22 -5.59 3.22
103 H -5.28 -8.10 -0.43
104 H -5.85 -7.10 0.85
105 H -6.64 -7.10 -0.72
106 H -3.80 -6.18 -0.20
107 H -4.63 -6.10 -1.77
108 H -5.37 -0.67 0.58
109 H -3.98 -1.72 0.84
110 H -5.55 -1.38 -1.73
111 H -3.96 -0.72 -1.29
112 H -4.20 -2.54 -1.50
113 H -6.49 -4.38 3.50
114 H -7.84 -3.51 2.72
115 H -8.62 -5.42 4.23
116 H -9.12 -5.64 2.62
117 H -7.63 -6.49 3.25
118 C -0.56 -3.33 4.51
119 C -0.79 -2.00 3.78
120 O 0.40 -1.66 3.12
121 P 1.02 -0.25 2.95
122 O 0.58 0.46 1.75
123 O 0.63 0.53 4.25
124 C 1.00 1.91 4.52
125 C 2.40 2.02 5.07
126 O 2.55 -0.45 2.95
127 C 3.12 -1.30 3.90
128 C 4.60 -1.29 3.82
129 H 0.34 -3.29 5.14
130 H -1.45 -3.53 5.08
131 H -0.38 -4.09 3.75
132 H -1.55 -2.21 3.04
133 H -1.18 -1.19 4.40
134 H 0.85 2.47 3.60
135 H 0.28 2.29 5.24
136 H 2.52 1.44 5.99
137 H 3.14 1.72 4.33
138 H 2.64 3.06 5.26
139 H 2.72 -1.08 4.91
140 H 2.66 -2.29 3.78
141 H 5.00 -0.37 4.25
142 H 5.01 -2.13 4.41
143 H 4.93 -1.49 2.81

Values from the calculation:
Kohn-Sham gap: 10.7784 eV
energy: -274234.6000 eV
M: 1310.9 g/mol
net charge: 0

[2]
# C11H24NP

A 2-piece molecular cluster, C11H24NP overall (ωB97M-V with the def2-TZVPD basis set, the Open Molecules 2025 dataset).

CARTESIAN COORDINATES (ANGSTROEM)
1 C 0.08 -0.88 3.11
2 C -1.34 -3.73 1.24
3 C 2.22 2.28 -3.70
4 C -3.13 -1.00 0.91
5 C 0.54 3.02 -1.16
6 C 2.72 1.87 -0.70
7 C -1.40 -0.83 2.74
8 C -0.97 -2.35 0.69
9 C 1.42 1.32 -2.82
10 C -1.73 -1.26 1.36
11 C 1.34 1.74 -1.35
12 N -0.84 0.80 0.10
13 P 0.47 0.26 -0.44
14 H 0.46 -1.90 3.10
15 H 0.66 -0.28 2.41
16 H 0.23 -0.48 4.11
17 H -0.78 -4.50 0.72
18 H -2.40 -3.92 1.09
19 H -1.13 -3.80 2.30
20 H 3.26 2.33 -3.37
21 H 2.21 1.93 -4.73
22 H 1.80 3.28 -3.67
23 H -3.84 -1.48 1.59
24 H -3.30 -1.37 -0.09
25 H -3.34 0.07 0.93
26 H 1.06 3.87 -1.61
27 H -0.44 2.93 -1.61
28 H 0.41 3.23 -0.09
29 H 3.32 0.98 -0.90
30 H 2.62 1.97 0.38
31 H 3.24 2.75 -1.07
32 H -1.75 0.20 2.87
33 H -1.97 -1.45 3.45
34 H 0.11 -2.19 0.82
35 H -1.18 -2.33 -0.38
36 H 0.40 1.25 -3.21
37 H 1.87 0.33 -2.88

Values from the calculation:
Kohn-Sham gap (spin up / spin down): 8.2290 / 6.3764 eV
energy: -22572.1983 eV
M: 201.3 g/mol
energy relative to the best compared isomer or geometry (same formula, charge and spin): 51.3 kJ/mol
net charge: 0

[3]
# C6H15N

One molecule with the formula C6H15N (ωB97M-V with the def2-TZVPD basis set, the Open Molecules 2025 dataset).

CARTESIAN COORDINATES (ANGSTROEM)
1 C 1.86 -2.75 1.35
2 C 1.53 -1.47 0.59
3 C 0.16 -0.92 0.95
4 N -0.08 0.37 0.34
5 C -1.39 0.79 -0.08
6 C -1.42 1.31 -1.51
7 C -0.80 2.71 -1.63
8 H 1.98 -2.55 2.40
9 H 2.80 -3.17 0.98
10 H 1.09 -3.48 1.21
11 H 1.61 -1.58 -0.49
12 H 2.25 -0.68 0.83
13 H -0.63 -1.56 0.55
14 H 0.06 -0.93 2.05
15 H 0.60 1.04 0.61
16 H -2.10 0.00 0.16
17 H -1.74 1.63 0.54
18 H -2.42 1.34 -1.94
19 H -0.82 0.68 -2.17
20 H -1.22 3.41 -0.90
21 H 0.28 2.78 -1.49
22 H -1.02 3.09 -2.63

Values from the calculation:
structure (SMILES): CCCNCCC
Kohn-Sham gap: 9.3929 eV
energy: -7954.9700 eV
M: 101.2 g/mol
energy relative to the best compared isomer or geometry (same formula, charge and spin): 76.9 kJ/mol
net charge: 0

[4]
# C5H8O

One molecule with the formula C5H8O (ωB97M-V with the def2-TZVPD basis set, the Open Molecules 2025 dataset).

CARTESIAN COORDINATES (ANGSTROEM)
1 C 1.66 -0.47 0.42
2 C 1.00 -0.30 -0.92
3 C -0.17 0.32 -1.11
4 C -0.89 1.05 -0.03
5 C -1.71 0.43 0.81
6 O -1.97 -0.90 0.73
7 H 0.92 -0.59 1.22
8 H 2.31 -1.36 0.41
9 H 2.29 0.39 0.68
10 H 1.53 -0.70 -1.78
11 H -0.61 0.33 -2.11
12 H -0.68 2.11 0.08
13 H -2.24 0.91 1.62
14 H -1.44 -1.22 -0.02

Values from the calculation:
structure (SMILES): C/C=C\C=C/O
Kohn-Sham gap: 9.8510 eV
energy: -7360.8846 eV
M: 84.1 g/mol
energy relative to the best compared isomer or geometry (same formula, charge and spin): 132.2 kJ/mol
net charge: 0

[5]
# C36H99N7O14V

C36H99N7O14V as an isolated structure (ωB97M-V with the def2-TZVPD basis set, the Open Molecules 2025 dataset).

CARTESIAN COORDINATES (ANGSTROEM)
1 O 0.68 -2.85 0.46
2 V -0.01 -2.08 -0.78
3 O 0.51 -2.64 -2.17
4 O 1.27 -0.17 -0.58
5 C 0.38 0.88 -0.35
6 C -1.03 0.69 -1.02
7 O -1.76 -0.50 -0.67
8 H 0.81 1.87 -0.52
9 H 0.34 1.06 0.72
10 H -0.99 0.69 -2.11
11 H -1.70 1.53 -0.81
12 C -3.78 -4.72 -0.20
13 C -2.27 -4.44 0.00
14 C -1.41 -5.69 -0.12
15 O -1.55 -6.45 1.03
16 C -0.72 -7.63 0.95
17 N -1.85 -3.51 -1.02
18 H -4.02 -4.99 -1.23
19 H -4.32 -3.80 -0.01
20 H -4.13 -5.39 0.59
21 H -2.14 -4.09 1.02
22 H -0.35 -5.44 -0.15
23 H -1.56 -6.30 -1.01
24 H -1.06 -8.22 0.10
25 H -0.87 -8.27 1.82
26 H 0.32 -7.32 0.92
27 H -2.23 -3.92 -1.86
28 H -2.43 -2.69 -0.88
29 C 0.49 -4.77 3.33
30 C -0.85 -4.41 4.01
31 C -1.42 -3.00 3.72
32 O -0.64 -2.00 4.34
33 C -0.79 -0.74 3.65
34 N -1.72 -5.51 3.64
35 H 1.15 -3.91 3.42
36 H 0.33 -4.84 2.26
37 H 1.05 -5.65 3.64
38 H -0.60 -4.49 5.06
39 H -2.48 -2.91 3.96
40 H -1.32 -2.89 2.64
41 H -0.24 -0.82 2.72
42 H -0.30 0.07 4.20
43 H -1.84 -0.46 3.50
44 H -1.50 -5.71 2.68
45 H -1.28 -6.29 4.10
46 C -7.70 3.41 -0.69
47 C -6.50 2.49 -0.43
48 C -5.05 2.98 -0.62
49 O -5.01 3.68 -1.84
50 C -3.72 3.76 -2.35
51 N -6.62 1.91 0.92
52 H -7.48 4.04 -1.55
53 H -7.93 4.02 0.19
54 H -8.65 2.88 -0.80
55 H -6.54 1.74 -1.22
56 H -4.33 2.17 -0.58
57 H -4.84 3.72 0.15
58 H -3.34 2.75 -2.51
59 H -3.00 4.24 -1.68
60 H -3.67 4.37 -3.25
61 H -6.70 2.56 1.69
62 H -5.70 1.52 1.05
63 C 4.54 4.90 -5.40
64 C 5.12 4.20 -4.23
65 C 4.16 4.05 -3.05
66 O 4.74 3.25 -2.04
67 C 3.73 3.01 -0.99
68 N 5.68 2.90 -4.64
69 H 3.61 4.47 -5.77
70 H 5.09 4.84 -6.33
71 H 4.45 5.96 -5.13
72 H 5.93 4.78 -3.79
73 H 3.28 3.55 -3.46
74 H 3.83 5.01 -2.67
75 H 2.82 2.53 -1.37
76 H 3.52 3.97 -0.53
77 H 4.17 2.38 -0.22
78 H 6.34 3.28 -5.30
79 H 5.02 2.52 -5.30
80 C 1.31 4.60 3.70
81 C 0.96 3.20 3.19
82 C -0.59 3.18 2.81
83 O -0.86 3.86 1.65
84 C -2.28 3.99 1.40
85 N 1.82 2.85 2.07
86 H 0.91 4.68 4.71
87 H 1.07 5.43 3.03
88 H 2.39 4.68 3.84
89 H 1.22 2.43 3.92
90 H -1.14 3.55 3.68
91 H -0.88 2.16 2.58
92 H -2.83 3.05 1.30
93 H -2.30 4.58 0.49
94 H -2.79 4.62 2.13
95 H 1.52 3.54 1.39
96 H 1.47 2.00 1.64
97 C 3.33 -1.70 2.63
98 C 3.01 -0.26 2.76
99 C 3.69 0.46 3.93
100 O 3.18 -0.08 5.12
101 C 3.59 0.67 6.26
102 N 3.53 0.47 1.67
103 H 2.77 -2.12 1.80
104 H 3.13 -2.26 3.55
105 H 4.40 -1.81 2.44
106 H 1.92 -0.19 2.87
107 H 3.40 1.51 3.97
108 H 4.75 0.26 3.82
109 H 3.43 0.15 7.19
110 H 3.02 1.60 6.31
111 H 4.66 0.88 6.19
112 H 3.32 1.43 1.91
113 H 2.97 0.26 0.86
114 C 6.23 -1.40 -0.06
115 C 6.21 -0.51 -1.29
116 C 4.84 -0.54 -1.94
117 O 4.66 0.57 -2.89
118 C 3.44 0.34 -3.66
119 N 6.41 0.88 -0.85
120 H 7.16 -1.36 0.49
121 H 6.03 -2.45 -0.28
122 H 5.37 -1.13 0.56
123 H 7.07 -0.73 -1.92
124 H 4.08 -0.36 -1.18
125 H 4.59 -1.46 -2.47
126 H 3.04 1.30 -4.01
127 H 2.68 -0.04 -2.98
128 H 3.54 -0.36 -4.49
129 H 7.19 0.95 -0.22
130 H 5.69 1.01 -0.15
131 C 0.14 0.22 -5.11
132 C 0.87 -0.41 -6.24
133 O 1.49 0.49 -7.09
134 H -0.54 1.00 -5.45
135 H 0.82 0.62 -4.35
136 H -0.48 -0.47 -4.54
137 H 0.21 -1.05 -6.82
138 H 1.60 -1.13 -5.87
139 H 1.55 0.16 -7.99
140 C -4.70 -0.75 3.01
141 C -4.08 -0.85 1.67
142 O -3.86 0.44 1.24
143 H -4.08 -0.16 3.69
144 H -4.66 -1.76 3.41
145 H -5.75 -0.46 3.04
146 H -4.71 -1.43 0.99
147 H -3.08 -1.27 1.75
148 H -3.34 0.39 0.43
149 C -5.71 -2.06 -3.26
150 C -4.56 -1.67 -2.35
151 O -4.11 -0.33 -2.52
152 H -5.36 -1.72 -4.24
153 H -6.69 -1.69 -2.95
154 H -5.76 -3.14 -3.35
155 H -3.75 -2.38 -2.50
156 H -4.88 -1.79 -1.31
157 H -3.29 -0.26 -2.01

Values from the calculation:
Kohn-Sham gap: 7.9391 eV
energy: -103716.3199 eV
M: 905.2 g/mol
net charge: -1

[6]
# C7H5ClNOP

C7H5ClNOP as an isolated structure (ωB97M-V with the def2-TZVPD basis set, the Open Molecules 2025 dataset).

CARTESIAN COORDINATES (ANGSTROEM)
1 C -0.29 -3.30 3.12
2 C 0.24 0.31 -1.09
3 C 1.08 -0.58 -0.38
4 C -0.83 0.96 -0.48
5 C 0.71 -0.88 0.94
6 C -1.30 0.50 0.75
7 C -0.48 -0.39 1.45
8 N 0.05 -4.38 3.12
9 O -2.19 -0.70 3.71
10 P -0.85 -0.98 3.20
11 Cl 0.53 -0.36 4.50
12 H 0.44 0.59 -2.16
13 H 1.94 -0.89 -0.95
14 H -1.55 1.67 -0.91
15 H 1.19 -1.67 1.60
16 H -2.23 0.84 1.27

Values from the calculation:
Kohn-Sham gap (spin up / spin down): 5.4715 / 6.3892 eV
energy: -32683.4707 eV
spin multiplicity: 3
M: 185.6 g/mol
net charge: 0

[7]
# C33H45HgN3P

C33H45HgN3P as an isolated structure (ωB97M-V with the def2-TZVPD basis set, the Open Molecules 2025 dataset).

CARTESIAN COORDINATES (ANGSTROEM)
1 Hg -0.34 1.69 0.85
2 C -5.79 -0.29 0.43
3 C -4.66 0.74 0.60
4 C -4.73 1.39 1.98
5 C -3.33 0.08 0.32
6 C -2.80 0.08 -0.96
7 C -1.59 -0.53 -1.29
8 C -1.26 -0.43 -2.78
9 C -0.77 1.00 -3.07
10 C -0.34 -1.49 -3.39
11 C -0.83 -1.13 -0.27
12 C -1.40 -1.23 1.03
13 C -2.62 -0.62 1.29
14 C -0.79 -2.06 2.14
15 C -0.91 -1.40 3.52
16 C -1.47 -3.44 2.19
17 C 0.48 -1.86 -0.50
18 C 0.34 -3.22 -0.80
19 C 1.42 -4.07 -0.88
20 C 2.69 -3.59 -0.62
21 C 2.86 -2.25 -0.35
22 C 1.78 -1.35 -0.31
23 P 2.18 0.44 -0.05
24 C 3.36 0.93 -1.44
25 C 3.77 2.39 -1.15
26 C 4.60 0.07 -1.67
27 C 2.55 0.93 -2.74
28 C 3.11 0.54 1.60
29 C 4.60 0.20 1.64
30 C 2.37 -0.39 2.56
31 C 2.96 1.98 2.13
32 H -6.76 0.18 0.59
33 H -5.67 -1.10 1.14
34 H -5.77 -0.71 -0.58
35 H -4.80 1.52 -0.15
36 H -4.78 0.64 2.77
37 H -5.62 2.01 2.06
38 H -3.85 2.02 2.16
39 H -3.37 0.57 -1.75
40 H -2.22 -0.54 -3.29
41 H -0.03 1.31 -2.33
42 H -1.59 1.71 -3.01
43 H -0.33 1.07 -4.07
44 H 0.66 -1.47 -2.97
45 H -0.26 -1.31 -4.46
46 H -0.75 -2.49 -3.24
47 H -3.05 -0.72 2.28
48 H 0.27 -2.22 1.93
49 H -1.92 -1.51 3.93
50 H -0.68 -0.33 3.49
51 H -0.22 -1.87 4.23
52 H -2.55 -3.32 2.32
53 H -1.08 -4.02 3.03
54 H -1.29 -4.00 1.27
55 H -0.66 -3.60 -0.98
56 H 1.27 -5.12 -1.13
57 H 3.55 -4.25 -0.63
58 H 3.85 -1.88 -0.14
59 H 4.52 2.45 -0.36
60 H 2.90 2.99 -0.85
61 H 4.19 2.83 -2.05
62 H 5.21 -0.08 -0.79
63 H 5.22 0.57 -2.42
64 H 4.33 -0.91 -2.08
65 H 1.79 1.70 -2.74
66 H 2.08 -0.04 -2.92
67 H 3.23 1.13 -3.58
68 H 4.82 -0.83 1.34
69 H 4.95 0.32 2.67
70 H 5.19 0.88 1.02
71 H 2.54 -1.44 2.32
72 H 1.30 -0.20 2.53
73 H 2.71 -0.22 3.58
74 H 3.57 2.69 1.57
75 H 3.26 2.02 3.17
76 H 1.92 2.32 2.07
77 N -0.71 3.42 -0.85
78 C -1.79 3.87 -0.81
79 C -3.08 4.36 -0.75
80 C -3.36 5.50 0.06
81 N -3.59 6.41 0.73
82 C -4.10 3.63 -1.41
83 N -4.90 2.99 -1.94

Values from the calculation:
Kohn-Sham gap (spin up / spin down): 7.7427 / 5.4677 eV
energy: -52884.1026 eV
spin multiplicity: 2
M: 715.3 g/mol
energy relative to the best compared isomer or geometry (same formula, charge and spin): 53.3 kJ/mol
net charge: 0